{
  "formula": "C32H22N5OPdS6",
  "method": "the ωB97M-V functional and the def2-TZVPD basis",
  "relative_energy_ev": 0.0000,
  "energy_ev": -111522.78567,
  "homo_energy_ev": -10.134,
  "gap_ev": 4.07,
  "total_charge": 1,
  "symbols": ["Pd", "S", "S", "S", "S", "S", "S", "O", "N", "N", "N", "N", "N", "C", "C", "C", "C", "C", "C", "C", "C", "C", "C", "C", "C", "C", "C", "C", "C", "C", "C", "C", "C", "C", "C", "C", "C", "C", "C", "C", "C", "C", "C", "C", "C", "H", "H", "H", "H", "H", "H", "H", "H", "H", "H", "H", "H", "H", "H", "H", "H", "H", "H", "H", "H", "H", "H"],
  "coordinates": [[0.282096, -1.124685, -0.588905], [-4.516259, 3.853924, 2.851051], [-7.064785, -1.927978, 4.802956], [-5.649904, 5.907002, 4.691237], [-2.903720, 1.481008, 2.292270], [-2.733036, 1.184329, 5.789612], [-4.284908, 3.536018, 5.742553], [-5.675183, 0.228726, 5.475016], [1.650838, -0.525762, -1.903417], [1.333599, -2.180924, -3.605639], [0.943260, 0.394735, 0.687140], [2.456117, 1.464994, -0.855236], [0.068785, -2.886931, -1.682392], [-4.862378, 4.541822, 4.402097], [-0.741417, -3.838641, -1.165637], [1.945229, -1.190077, -3.070721], [-1.400455, -4.761170, -1.934504], [4.479959, 1.400973, -3.191778], [-7.562599, -0.210997, 6.875636], [-3.577907, -2.856654, 2.983864], [5.197038, 1.129311, -4.353253], [2.478275, 0.542002, -1.758125], [-1.275933, -1.551018, 0.556976], [-5.723530, -1.985416, 3.649356], [-5.685464, -1.082940, 2.595684], [-4.570781, -1.029031, 1.777841], [-3.527720, 2.310353, 4.843591], [4.864046, 0.052155, -5.171257], [-2.370304, -0.285872, 4.822332], [0.396303, 0.444877, 1.920285], [1.655519, 2.658012, 0.998405], [-2.279070, -1.696950, 1.229414], [0.317534, -2.902618, -3.011180], [-3.605528, 2.444083, 3.376047], [-4.684229, -2.897166, 3.818981], [-1.245585, -4.701241, -3.319519], [0.442927, 1.553200, 2.724612], [3.103250, -0.517498, -3.700690], [3.802140, -0.791278, -4.857524], [-3.478946, -1.882451, 1.985232], [1.058561, 2.708196, 2.226413], [1.642967, 1.464554, 0.242033], [-0.371715, -3.788289, -3.852244], [3.435299, 0.553878, -2.886102], [-6.626598, -0.473740, 5.728769], [-0.157571, -3.740173, -4.909561], [4.725180, 2.238116, -2.552494], [-1.777285, -5.389242, -3.963625], [2.192579, 3.496563, 0.580777], [-8.503726, -0.746511, 6.769272], [3.530662, -1.626106, -5.489259], [-3.321685, -0.691922, 4.482506], [-7.743617, 0.859793, 6.951844], [-2.759657, -3.549537, 3.129404], [-0.839368, -3.831825, -0.092189], [-4.737058, -3.626126, 4.617709], [-6.515602, -0.406498, 2.436365], [-1.910713, -0.950750, 5.553459], [-4.532519, -0.328223, 0.952689], [-0.080328, -0.468193, 2.243935], [1.098340, 3.613851, 2.818021], [-7.074782, -0.542708, 7.793947], [6.027286, 1.765645, -4.629945], [0.031398, 1.516181, 3.724546], [-2.029681, -5.502654, -1.464689], [-1.695745, -0.098005, 3.995694], [5.442843, -0.128910, -6.067333]],
  "atomic_forces_ev_per_a": [[0.74, -0.41, 0.32], [0.01, -0.04, 0.00], [0.02, -0.02, 0.02], [0.01, -0.02, -0.01], [0.01, -0.03, 0.06], [0.06, 0.05, -0.08], [0.01, 0.00, -0.01], [0.07, 0.03, -0.02], [0.02, -0.12, 0.02], [-0.10, 0.07, -0.03], [-0.60, 0.19, -0.38], [-0.07, 0.09, -0.07], [-0.65, 0.46, -0.22], [-0.02, -0.02, 0.04], [0.07, -0.03, -0.03], [-0.06, 0.02, 0.00], [0.04, -0.04, -0.04], [0.00, 0.01, 0.00], [0.00, -0.01, 0.00], [0.01, 0.05, 0.05], [0.00, 0.01, 0.00], [-0.07, 0.01, -0.01], [0.01, 0.14, 0.17], [0.03, 0.03, 0.06], [0.04, 0.07, 0.02], [-0.02, 0.01, -0.13], [0.06, 0.01, 0.18], [0.00, 0.00, -0.01], [-0.07, -0.02, 0.08], [0.09, 0.00, 0.13], [0.04, -0.05, 0.03], [-0.04, -0.28, -0.16], [0.34, -0.10, 0.12], [-0.08, 0.05, -0.17], [-0.02, 0.00, -0.02], [-0.01, -0.02, 0.00], [0.09, 0.06, -0.03], [0.01, -0.01, -0.01], [0.00, 0.00, -0.01], [0.02, 0.06, 0.02], [-0.01, -0.01, 0.04], [0.21, -0.12, 0.14], [0.04, -0.05, 0.03], [-0.01, -0.01, -0.01], [-0.06, -0.05, -0.06], [0.01, 0.00, 0.01], [0.00, 0.00, 0.00], [0.00, 0.01, 0.00], [0.00, -0.01, 0.00], [0.00, 0.00, 0.00], [0.00, 0.00, 0.01], [0.03, -0.03, -0.05], [0.00, 0.00, -0.01], [0.00, 0.00, 0.00], [-0.07, 0.05, -0.02], [0.01, 0.01, 0.01], [0.01, 0.00, -0.01], [-0.05, -0.01, 0.02], [-0.04, -0.03, -0.02], [-0.04, 0.05, -0.01], [-0.01, 0.01, -0.01], [0.00, 0.00, 0.00], [0.00, 0.00, 0.00], [0.01, 0.01, 0.00], [0.01, 0.00, 0.01], [0.01, 0.00, 0.04], [0.00, 0.00, 0.00]],
  "lowdin_charge": [0.935, 0.957, 1.057, 0.744, 0.927, 1.029, 0.991, -0.026, -0.006, 0.176, 0.006, 0.168, -0.006, -1.452, -0.139, -0.274, -0.052, 0.000, -0.063, -0.036, -0.061, -0.276, -0.167, -0.539, -0.085, -0.092, -0.927, -0.060, -0.322, -0.171, 0.001, -0.153, -0.302, -1.062, -0.088, -0.046, -0.103, -0.102, 0.002, -0.281, -0.054, -0.299, -0.002, -0.103, -0.727, 0.118, 0.117, 0.115, 0.118, 0.072, 0.118, 0.026, 0.091, 0.123, 0.087, 0.113, 0.119, 0.067, 0.102, 0.074, 0.113, 0.097, 0.107, 0.090, 0.109, -0.003, 0.108]
}

{
  "formula": "C32H23Br2MgN2O6",
  "method": "the ωB97M-V functional and the def2-TZVPD basis",
  "relative_energy_ev": 0.6063,
  "energy_ev": -194357.47962,
  "homo_energy_ev": -3.522,
  "gap_ev": 5.98,
  "total_charge": -1,
  "symbols": ["Br", "Br", "Mg", "O", "O", "O", "O", "O", "O", "N", "N", "C", "C", "C", "C", "C", "C", "C", "C", "C", "C", "C", "C", "C", "C", "C", "C", "C", "C", "C", "C", "C", "C", "C", "C", "C", "C", "C", "C", "C", "C", "C", "C", "H", "H", "H", "H", "H", "H", "H", "H", "H", "H", "H", "H", "H", "H", "H", "H", "H", "H", "H", "H", "H", "H", "H"],
  "coordinates": [[4.974095, 3.095411, -3.229633], [-2.529440, 6.265417, -1.189690], [0.806958, 0.292449, 1.359976], [-0.901554, 1.282568, 0.819228], [-1.734136, -3.586214, 0.602434], [0.168343, 1.982922, 2.607027], [2.541129, 0.382227, 2.679145], [-0.444292, -1.766732, -0.122557], [2.504964, 0.199976, 4.888169], [-0.726895, 0.481295, -1.954802], [0.595716, -1.403304, 2.389375], [-1.950468, -2.524914, -3.676935], [0.128466, -2.300422, -2.395284], [-3.615829, -0.818255, -3.783380], [3.042523, 2.981296, -1.116072], [1.091839, -1.227659, 3.611790], [-2.223367, 3.789401, 2.740834], [-0.148484, -3.051960, 4.532197], [-3.179574, -2.085918, -4.132932], [-3.087330, 4.869060, 2.660875], [1.001764, -2.917185, -3.288953], [-0.317883, -2.428896, 2.183403], [3.799601, 2.222638, -1.983275], [-1.473032, 3.407114, 1.634404], [2.126669, -3.586393, -2.847448], [-2.818739, 0.002733, -3.015545], [2.187159, 2.323438, -0.244920], [2.866867, 0.224190, -1.085209], [-1.550504, 4.141846, 0.456041], [2.054652, 0.933587, -0.198638], [-0.655192, 2.127884, 1.696062], [0.419625, -2.366943, -1.023677], [-1.554572, -0.410934, -2.573748], [-1.132323, -1.715817, -2.895812], [2.076576, -0.153628, 3.665110], [-0.686598, -3.264444, 3.311095], [-3.186817, 5.597315, 1.487710], [3.730360, 0.846473, -1.976159], [-0.811500, -2.587762, 0.939646], [1.545299, -3.053812, -0.585175], [-2.400318, 5.231228, 0.409026], [2.395130, -3.661450, -1.490765], [0.781370, -1.994910, 4.715756], [-3.160989, 0.988353, -2.734793], [3.133963, 0.930997, 4.778699], [2.792836, -4.048421, -3.560771], [-0.955713, 3.860820, -0.402859], [-2.134406, 3.222989, 3.656677], [-0.410772, -3.672453, 5.378886], [3.117485, 4.060411, -1.120269], [1.237720, -1.796341, 5.668774], [0.063051, 0.096306, -1.454317], [0.793540, -2.865158, -4.349209], [-1.378520, -4.066572, 3.114973], [1.607963, 2.926604, 0.446543], [-4.592480, -0.480690, -4.099673], [3.267434, -4.192628, -1.137338], [-3.695024, 5.146576, 3.510851], [2.837266, -0.859240, -1.103313], [-1.185938, 1.196965, -1.412236], [-3.865870, 6.434005, 1.406174], [4.339615, 0.265515, -2.656654], [1.737235, -3.092605, 0.475253], [-3.803740, -2.737313, -4.726648], [-1.825329, -3.556495, -0.356948], [-1.629586, -3.534541, -3.900495]],
  "atomic_forces_ev_per_a": [[-0.09, -0.05, 0.12], [0.06, -0.11, 0.08], [0.35, 0.11, -0.54], [-0.18, -0.75, -0.77], [0.42, 0.49, 0.10], [0.83, -0.44, 0.61], [-0.21, 0.02, 0.06], [-0.11, -0.21, 0.28], [-0.12, -0.10, 0.17], [0.11, 0.02, 0.09], [-0.03, 0.05, -0.03], [-0.14, 0.10, 0.00], [-0.06, 0.14, 0.35], [-0.01, 0.00, 0.10], [0.03, 0.26, -0.03], [-0.58, -1.19, 1.12], [0.12, -0.05, -0.04], [-0.28, -0.17, -0.42], [-0.12, -0.20, -0.14], [0.02, -0.01, 0.02], [0.18, 0.05, 0.08], [-0.30, 0.01, -0.80], [0.19, 0.13, -0.20], [-0.04, -0.12, 0.12], [0.06, -0.05, -0.06], [-0.02, -0.01, 0.08], [0.02, -0.03, -0.06], [0.03, 0.08, -0.08], [-0.02, -0.06, 0.02], [-0.05, -0.20, -0.19], [-1.36, 1.77, 0.14], [0.36, -0.36, -0.61], [-0.02, -0.10, -0.39], [-0.20, -0.02, 0.13], [1.26, 0.67, 0.72], [-0.04, -0.24, 0.19], [-0.01, 0.05, -0.06], [0.18, -0.13, -0.19], [-0.30, -0.57, 0.16], [-0.14, 0.13, 0.17], [-0.03, 0.14, -0.14], [-0.03, 0.01, 0.04], [0.56, 0.80, -0.24], [-0.02, 0.15, -0.02], [-0.13, -0.16, -0.18], [0.06, -0.05, -0.07], [-0.03, -0.04, -0.04], [0.01, -0.06, 0.04], [-0.08, -0.10, -0.05], [0.02, 0.05, -0.03], [0.06, 0.06, 0.09], [0.01, 0.23, -0.06], [-0.08, 0.06, -0.02], [-0.14, -0.11, 0.10], [-0.03, 0.22, 0.01], [-0.06, 0.09, -0.04], [0.06, 0.01, 0.05], [-0.02, 0.00, 0.06], [0.02, -0.05, -0.03], [0.08, -0.04, 0.09], [0.02, 0.03, 0.00], [0.02, 0.00, -0.04], [0.02, -0.03, 0.18], [-0.05, -0.05, -0.06], [-0.09, -0.01, 0.02], [0.08, -0.03, -0.01]],
  "lowdin_charge": [0.636, 0.701, 0.653, -0.010, 0.052, 0.028, 0.078, 0.008, 0.128, 0.162, 0.059, -0.054, -0.108, -0.109, -0.149, -0.252, -0.020, -0.093, -0.121, -0.081, -0.030, -0.211, -0.696, -0.106, -0.091, -0.032, -0.131, -0.123, -0.063, -0.169, -0.649, -0.208, -0.255, -0.127, -0.454, -0.009, -0.147, -0.149, -0.318, -0.006, -0.672, -0.084, -0.038, 0.107, 0.136, 0.096, 0.115, 0.119, 0.096, 0.090, 0.094, 0.052, 0.116, 0.102, 0.085, 0.094, 0.102, 0.101, 0.072, 0.081, 0.093, 0.090, 0.124, 0.087, 0.098, 0.111]
}

{
  "formula": "C32H24BrFN4O6Ti",
  "method": "the ωB97M-V functional and the def2-TZVPD basis",
  "relative_energy_ev": 0.0928,
  "energy_ev": -147697.95690,
  "homo_energy_ev": -8.001,
  "gap_ev": 7.47,
  "symbols": ["Br", "Ti", "F", "O", "O", "O", "O", "O", "O", "N", "N", "N", "N", "C", "C", "C", "C", "C", "C", "C", "C", "C", "C", "C", "C", "C", "C", "C", "C", "C", "C", "C", "C", "C", "C", "C", "C", "C", "C", "C", "C", "C", "C", "C", "C", "H", "H", "H", "H", "H", "H", "H", "H", "H", "H", "H", "H", "H", "H", "H", "H", "H", "H", "H", "H", "H", "H", "H", "H"],
  "coordinates": [[0.691389, -0.862444, 3.454025], [0.992262, 0.623496, -0.214458], [1.474029, -5.011956, 3.058410], [-0.857677, -5.674233, 1.794563], [0.777795, -4.112093, -2.168344], [1.625259, 1.095069, -1.952141], [1.326553, 1.998724, 1.002444], [4.383551, -1.156689, -0.264475], [2.221100, -0.732490, 0.219583], [-0.114874, -4.762111, -0.180044], [-0.684100, 2.133117, -0.841382], [-0.167214, -0.577346, -1.380782], [1.862454, -3.567005, -0.261924], [-1.073981, 3.158120, -0.164756], [-0.379893, 3.641192, 0.980364], [2.116906, -3.929009, 1.056380], [2.953510, 0.080056, -5.147229], [-1.383663, -0.565986, -0.552951], [-1.519619, 0.335857, 2.005007], [-2.787651, 0.989944, 2.029903], [1.282081, -4.646532, 1.784314], [1.195802, 3.485121, 2.776730], [2.736409, 0.805238, -4.045286], [1.333430, -1.547864, -4.544214], [-3.428796, 1.207095, 3.289421], [1.797011, 0.398810, -3.087141], [-2.887563, 0.818027, 4.491488], [0.032523, -1.179995, -2.469082], [3.215901, -1.445894, -0.285336], [-2.334096, 0.438771, -1.253309], [-0.522700, 5.194952, 2.851228], [1.069014, -0.795212, -3.371429], [-1.603195, 0.287555, 4.515779], [-0.977078, 4.718843, 1.653451], [0.722549, 3.026594, 1.562997], [0.003302, -5.075213, 1.199011], [-3.569248, 1.346585, 0.842393], [-0.726972, -0.168270, 0.822914], [-3.425601, 1.053141, -0.462276], [2.881951, -2.788721, -0.938766], [2.332518, -1.154859, -5.412182], [0.853592, -4.153632, -0.984276], [-0.977579, 0.062821, 3.270785], [-1.565198, 1.623244, -1.878734], [0.555760, 4.521090, 3.423107], [2.038663, 2.972965, 3.196177], [-4.517484, 1.836588, 1.113148], [-0.136662, -1.070180, 1.073182], [-2.780617, -0.150858, -2.067764], [-2.327245, 2.370742, -2.176455], [2.550057, -2.600278, -1.945477], [-1.852350, 5.159573, 1.238458], [-0.649175, -1.948216, -2.809991], [-1.982579, 3.734021, -0.506126], [0.735845, -2.389827, -4.760590], [3.698895, 0.355689, -5.890567], [-1.897820, -1.519969, -0.545704], [2.641077, -1.808909, -6.236865], [-1.026997, 6.004445, 3.381476], [-4.440723, 1.645023, 3.334975], [-3.343998, 1.005226, 5.438091], [-1.101422, -0.003902, 5.415993], [3.301647, 1.716148, -3.865964], [3.044243, -3.567427, 1.447302], [-4.262466, 1.406469, -1.059921], [3.854571, -3.259629, -1.046588], [-0.964476, 1.274695, -2.699818], [-0.910664, -5.061660, -0.688031], [0.879725, 4.763360, 4.437278]],
  "atomic_forces_ev_per_a": [[0.07, 0.17, -0.08], [0.08, 1.84, 0.69], [0.25, 0.30, -0.46], [0.01, 0.17, -0.20], [-0.42, 0.20, -2.19], [0.69, -0.63, -1.27], [0.20, -0.69, -0.62], [-0.04, 0.66, 0.17], [0.43, -0.24, -0.38], [1.40, 0.51, 0.77], [-0.31, 0.17, 0.40], [-0.93, -0.16, 1.28], [0.74, -0.17, 0.42], [-0.17, -0.46, -1.66], [-0.79, 0.90, 0.86], [0.28, 0.47, -0.17], [1.02, -1.82, -2.18], [0.17, 0.60, 0.65], [0.47, -0.36, -0.12], [0.15, -0.36, 0.78], [-1.15, -0.48, 0.00], [-0.20, 0.39, 0.37], [-0.19, 1.59, 1.43], [0.72, 1.18, 0.30], [-0.46, 0.06, -0.91], [-0.25, -0.32, 0.73], [1.32, 0.17, 0.06], [-0.44, -0.36, -1.00], [-0.02, -0.32, 0.16], [0.25, -0.30, -0.01], [0.14, -0.16, 0.53], [0.74, 0.39, -0.17], [-0.13, -0.05, -1.99], [0.14, -0.02, -0.08], [0.20, -0.28, -0.34], [-0.30, -0.32, -0.38], [-0.39, -0.35, -0.19], [-0.95, -0.33, -1.21], [-0.79, 0.15, 0.98], [-0.03, 0.39, -0.08], [-0.58, -0.17, 0.46], [-0.29, -0.10, 2.34], [-0.06, -0.29, 1.34], [-0.34, 0.31, 0.66], [0.35, 0.09, 0.77], [0.24, -0.14, 0.27], [0.46, -0.09, -0.23], [-0.45, 0.28, 0.33], [-0.04, 0.29, -0.02], [0.58, -0.19, -0.20], [-0.33, 0.12, -0.39], [-0.58, 0.27, -0.47], [-0.34, -0.26, -0.04], [0.86, -0.58, 0.40], [-0.47, -1.04, 0.02], [0.02, 0.39, 0.33], [-0.10, -0.48, 0.09], [-0.28, 0.59, 0.21], [0.17, -0.26, -0.23], [0.62, -0.14, -0.40], [-0.63, 0.09, 0.28], [0.08, -0.03, 0.29], [-0.16, -0.09, 0.03], [0.39, 0.17, 0.24], [0.11, -0.06, -0.20], [-0.08, -0.57, 0.26], [0.13, 0.19, -0.52], [-0.81, -0.55, -0.18], [0.02, 0.17, -0.34]],
  "lowdin_charge": [0.824, 1.129, 0.099, 0.114, 0.107, -0.159, -0.146, 0.117, -0.143, 0.226, 0.013, -0.048, 0.022, -0.060, -0.137, 0.052, -0.086, -0.236, -0.172, -0.146, -0.191, 0.004, -0.014, -0.025, -0.040, -0.267, -0.092, -0.076, -0.545, -0.237, -0.082, -0.141, -0.124, -0.038, -0.315, -0.371, -0.041, -0.196, -0.069, -0.033, -0.071, -0.492, -0.559, -0.142, -0.063, 0.122, 0.111, 0.039, 0.149, 0.131, 0.117, 0.103, 0.145, 0.154, 0.103, 0.113, 0.143, 0.110, 0.108, 0.116, 0.098, 0.084, 0.129, 0.154, 0.112, 0.142, 0.107, 0.149, 0.111]
}

Ordered E_LUMO results: -6.060; 2.456; -0.532; unit eV.